1.
C16H26N2O8S3Si | wB97M-V/def2-TZVPD

Positions of all 56 atoms, in Å:
C  -0.4870  -5.2857  2.9180
C  1.0995  -5.0937  3.1046
C  1.7765  -5.3647  1.6418
C  1.5802  -3.9723  0.8228
C  2.6210  -2.8636  1.0857
C  2.4450  -1.4860  0.3537
C  1.2258  -1.2575  -0.6121
Si  0.9433  0.4430  -1.4873
C  -0.0484  0.1853  -3.1245
C  -0.1241  1.5194  -0.2663
C  2.5966  1.3973  -1.7451
C  0.2006  -2.4261  -0.8588
N  -0.9814  -2.4908  -1.6791
S  -1.7448  -4.0316  -1.5120
N  -0.6737  -4.8242  -0.4110
C  0.3488  -3.8362  -0.1328
H  -0.9539  -5.3558  3.9581
H  -0.7508  -6.1682  2.2290
H  -0.8924  -4.3372  2.3966
H  1.2748  -3.9715  3.3253
H  1.5668  -5.7150  3.9404
H  1.1411  -6.1462  1.0914
H  2.8840  -5.6664  1.7177
H  3.4798  -3.0992  1.8196
H  3.2069  -0.6536  0.5699
H  0.0114  1.0805  -3.8316
H  0.3410  -0.7829  -3.6261
H  -1.1445  -0.0057  -2.7981
H  -0.2637  2.5922  -0.6572
H  0.4587  1.5097  0.7369
H  -1.1054  0.9577  -0.0921
H  3.1245  1.5235  -0.7188
H  3.2984  0.8631  -2.4884
H  2.4588  2.4709  -2.1470
C  -0.9693  4.2117  -3.6728
C  -0.6486  4.9795  -4.9459
O  0.5411  5.7096  -4.6477
S  1.4412  4.8521  -3.6031
O  2.4377  4.1400  -4.3475
O  1.7558  5.6881  -2.4847
O  0.2948  3.7972  -3.1541
H  -1.4465  4.8583  -2.9310
H  -1.6061  3.3464  -3.8620
H  -1.4526  5.6555  -5.2376
H  -0.4286  4.2982  -5.7732
C  -3.0231  0.7865  4.2823
C  -1.6358  1.1479  3.7733
O  -1.8537  2.1595  2.7905
S  -3.1527  3.0369  3.2127
O  -2.6985  4.2213  3.8791
O  -4.0579  3.0676  2.1038
O  -3.7401  2.0199  4.3333
H  -3.5388  0.1212  3.5840
H  -2.9926  0.3226  5.2690
H  -1.1167  0.2936  3.3378
H  -1.0222  1.5779  4.5706

Summary:
SMILES string   CCCc1ccc([Si](C)(C)C)c2nsnc12.O=S1(=O)OCCO1.O=S1(=O)OCCO1
Charge   0
LUMO   -1.4074 eV
Molecular weight   498.677 g/mol
HOMO level   -8.429 eV



2.
C4H7N2 | wB97M-V/def2-TZVPD

Positions of all 13 atoms, in Å:
C  -1.3784  0.5616  -0.8664
C  -0.3267  -0.2415  -1.2612
C  -2.2945  0.1446  0.0873
C  0.7274  -0.8942  -1.1721
N  -3.0699  -0.3128  0.8648
N  1.9806  0.3278  0.7150
H  -1.2698  1.5652  -1.2156
H  1.4917  -0.3755  -0.3024
H  0.9342  -1.8680  -1.6553
H  -3.0153  -0.2981  1.8431
H  2.7873  -0.2027  1.0826
H  1.2503  0.2635  1.2732
H  2.1832  1.3300  0.6068

Summary:
ΔE to the lowest compared entry with this formula, charge and spin   112.5 kcal per mole
Charge   +1
LUMO   -4.7782 eV
Molecular weight   83.114 g/mol
HOMO level   -13.778 eV



3.
C8H7F5N2OS2SbSe4Tc | wB97M-V/def2-TZVPD

Positions of all 31 atoms, in Å:
Tc  0.7010  -0.1662  -0.8254
F  -4.5012  -2.7526  2.8178
C  -3.5016  -2.6522  1.9799
C  -2.7138  -1.4960  1.9859
F  -2.9711  -0.5195  2.8357
C  -1.6811  -1.4056  1.0914
F  -0.8971  -0.2981  1.1036
C  -1.3743  -2.4250  0.1844
S  -0.0123  -2.3875  -0.8711
C  -2.1796  -3.5777  0.2085
F  -1.9202  -4.5635  -0.6286
C  -3.2336  -3.6911  1.0924
F  -3.9874  -4.7686  1.1024
Se  4.5656  -3.1894  -1.7775
Sb  4.3348  -0.8714  -1.7316
Se  1.9397  -0.2690  -2.7938
Se  2.4035  -0.4485  0.5998
Se  5.4653  1.1601  -1.5072
N  2.3048  4.4571  0.2607
C  1.9704  3.2155  0.5697
N  2.4398  2.6737  1.6838
S  0.8656  2.4208  -0.4949
H  2.8587  5.0350  0.8761
H  1.9664  4.8717  -0.5938
H  3.0430  3.1841  2.3121
H  2.1193  1.7685  1.9786
C  -1.6514  1.3850  -2.3248
O  -0.7394  0.5431  -1.6247
H  -1.1159  1.8556  -3.1491
H  -2.0399  2.1485  -1.6543
H  -2.4580  0.7634  -2.7059

Summary:
ΔE to the lowest compared entry with this formula, charge and spin   83.9 kcal per mole
Charge   +2
LUMO (spin up / spin down)   -10.2567 / -10.2525 eV
Molecular weight   841.881 g/mol
HOMO level (spin up / spin down)   -14.428 / -14.424 eV



4.
C39H37AsN5OPRuS | wB97M-V/def2-TZVPD

Positions of all 86 atoms, in Å:
Ru  0.5155  -0.8148  -2.5464
N  4.0230  1.6457  -3.8087
C  2.8223  1.0572  -3.7294
S  2.7810  -0.6784  -3.6159
N  1.7691  1.8122  -3.7431
N  0.5402  1.2952  -3.6392
C  -0.4384  2.1272  -3.8352
C  -1.8273  1.8394  -3.7840
C  -2.7507  2.8767  -3.9966
C  -4.1043  2.6582  -3.9265
C  -4.5926  1.3850  -3.6101
C  -3.7276  0.3429  -3.4156
C  -2.3213  0.5181  -3.5169
O  -1.5488  -0.4858  -3.3538
H  4.8671  1.1064  -3.8772
H  4.0633  2.6482  -3.8655
H  -0.1603  3.1598  -4.0617
H  -2.3791  3.8667  -4.2267
H  -4.7946  3.4655  -4.1153
H  -5.6587  1.2274  -3.5199
H  -4.0879  -0.6443  -3.1771
C  0.4784  -0.5363  1.6709
C  1.2244  -1.7003  2.2727
As  1.1753  -1.6737  4.2880
C  1.5854  0.2405  4.5289
C  0.6601  1.2449  4.2591
C  1.0297  2.5756  4.3419
C  2.3134  2.9201  4.7311
C  3.2305  1.9285  5.0332
C  2.8705  0.5962  4.9237
C  -0.7443  -1.5808  4.6459
C  -1.7293  -2.0418  3.7801
C  -3.0675  -1.9256  4.1166
C  -3.4355  -1.3889  5.3391
C  -2.4601  -0.9700  6.2305
C  -1.1256  -1.0672  5.8850
P  0.4548  -0.2715  -0.1862
C  2.0393  0.6346  -0.3610
C  2.1948  1.9737  -0.7097
C  3.4616  2.5355  -0.7288
C  4.5788  1.7739  -0.4334
C  4.4394  0.4183  -0.1748
C  3.1804  -0.1478  -0.1477
C  -0.9841  0.8592  -0.1527
C  -2.1921  0.2158  -0.4319
C  -3.3878  0.9043  -0.3573
C  -3.3822  2.2537  -0.0428
C  -2.1880  2.8957  0.2357
C  -0.9910  2.1990  0.2142
H  0.8927  0.4091  2.0419
H  -0.5801  -0.5841  1.9456
H  2.2843  -1.6810  2.0120
H  0.8209  -2.6623  1.9464
H  -0.3589  0.9876  3.9913
H  0.3103  3.3447  4.1017
H  2.5949  3.9593  4.8058
H  4.2260  2.1922  5.3551
H  3.5865  -0.1840  5.1573
H  -1.4554  -2.5023  2.8375
H  -3.8265  -2.2591  3.4232
H  -4.4794  -1.3087  5.6029
H  -2.7407  -0.5710  7.1940
H  -0.3576  -0.7398  6.5785
H  1.3401  2.5745  -0.9798
H  3.5732  3.5803  -0.9769
H  5.5582  2.2293  -0.4148
H  5.3113  -0.1929  0.0029
H  3.0700  -1.2109  0.0285
H  -2.1790  -0.8392  -0.6896
H  -4.3191  0.3934  -0.5453
H  -4.3102  2.8041  0.0031
H  -2.1847  3.9440  0.4955
H  -0.0809  2.7007  0.5069
N  -1.7357  -3.2532  -3.7959
C  -0.6258  -3.8746  -3.3734
C  -0.5409  -5.2854  -3.3501
C  0.5832  -5.8835  -2.8449
C  1.6362  -5.0862  -2.3914
C  1.5081  -3.7218  -2.4905
N  0.4049  -3.1210  -2.9530
H  -2.5143  -3.7843  -4.1386
H  -1.7744  -2.2364  -3.7841
H  -1.3668  -5.8667  -3.7265
H  0.6571  -6.9585  -2.7984
H  2.5323  -5.5231  -1.9845
H  2.3217  -3.0603  -2.2013

Summary:
Charge   +1
LUMO (spin up / spin down)   -5.2565 / -3.8619 eV
Molecular weight   830.792 g/mol
HOMO level (spin up / spin down)   -10.316 / -10.396 eV
2S+1   2



5.
C3H5P | wB97M-V/def2-TZVPD

Positions of all 9 atoms, in Å:
C  -1.8996  0.5841  0.0536
C  -0.9130  -0.1706  0.0129
C  0.3089  -0.8950  -0.0247
P  1.7677  0.2161  -0.0632
H  -2.7910  1.2861  -0.0069
H  0.6844  -1.6305  1.4452
H  0.3304  -1.7383  -0.5961
H  0.9396  1.3180  0.4319
H  1.5726  1.0300  -1.2527

Summary:
ΔE to the lowest compared entry with this formula, charge and spin   71.6 kcal per mole
Charge   0
LUMO   0.0559 eV
Molecular weight   72.047 g/mol
HOMO level   -9.406 eV



6.
C43H76F3N4O24 | wB97M-V/def2-TZVPD

Positions of all 150 atoms, in Å:
O  -0.5627  -7.0980  7.0873
C  -0.1905  -6.0534  6.4528
O  -1.0743  -4.9199  6.4147
C  -1.3765  -4.4835  5.0512
C  -2.5603  -3.3781  5.1798
C  -2.7628  -2.5406  3.7957
C  -3.9202  -3.2346  2.8950
N  -4.2501  -2.4798  1.6501
C  -3.1734  -2.6011  0.6255
N  -2.8236  -3.8171  0.2237
C  -1.7939  -4.0521  -0.8267
O  -0.6242  -4.7642  -0.3277
C  -0.6436  -6.1312  -0.8559
O  0.1925  -6.9329  -0.0018
C  1.2983  -7.5246  -0.7286
C  2.3428  -6.4478  -1.3176
O  3.5146  -7.0844  -1.9016
N  -2.6118  -1.3568  0.0937
O  -3.3710  -0.2792  0.4429
C  -1.2049  -1.1120  0.5495
C  -0.4883  -0.2550  -0.6460
C  0.6792  0.5887  0.0276
F  0.3645  1.8276  0.6692
C  2.0023  0.0214  -0.0087
F  2.6579  -0.1131  -1.2496
F  2.6228  -0.4352  1.1758
C  -5.4668  -2.9899  0.9643
C  -6.1936  -2.0187  -0.0484
C  -7.4192  -2.7171  -0.7238
C  -7.9109  -4.1480  -0.4385
N  -7.2253  -4.9735  0.4895
C  -6.0855  -4.3964  1.0990
H  0.8512  -6.0589  5.9855
H  -1.7935  -5.3239  4.3800
H  -0.5108  -3.9547  4.5191
H  -3.5614  -3.8746  5.4836
H  -2.3309  -2.6224  6.0183
H  -1.7983  -2.4705  3.1838
H  -3.1242  -1.4960  4.1387
H  -3.6953  -4.3505  2.7377
H  -4.8695  -3.2040  3.5555
H  -3.3067  -4.6353  0.6454
H  -1.4028  -3.1101  -1.3321
H  -2.2891  -4.6813  -1.6636
H  -0.3667  -6.1765  -1.9628
H  -1.7221  -6.5233  -0.6977
H  1.8870  -8.1572  0.0301
H  0.9880  -8.2099  -1.5945
H  1.8536  -5.7888  -2.1279
H  2.7334  -5.7478  -0.4847
H  3.4787  -6.9497  -2.8805
H  -3.2173  -0.0276  1.3848
H  -1.1114  -0.5897  1.5608
H  -0.5873  -2.0875  0.6143
H  -0.1327  -0.9551  -1.4885
H  -1.3207  0.3896  -1.1164
H  -5.8405  -0.9649  -0.2813
H  -8.0005  -2.1064  -1.5045
H  -8.8206  -4.5684  -0.9897
H  -5.5237  -5.1003  1.8239
C  5.5227  0.0943  -1.0343
C  5.8260  0.0016  -2.5180
O  6.3452  1.2397  -3.0155
C  7.6352  1.4821  -2.7289
O  8.3754  0.7589  -2.1079
O  7.9536  2.6875  -3.2311
C  9.2789  3.1136  -2.9137
H  4.8668  0.9439  -0.8288
H  5.0423  -0.8198  -0.6792
H  6.4344  0.2500  -0.4525
H  4.8999  -0.1925  -3.0644
H  6.5097  -0.8227  -2.7393
H  10.0177  2.3616  -3.1980
H  9.3505  3.3394  -1.8475
H  9.4832  4.0260  -3.4757
C  12.5426  9.6828  -4.7163
C  12.0128  8.9315  -5.9233
O  11.2973  7.7549  -5.5248
C  10.0551  7.9623  -5.0630
O  9.4997  9.0297  -4.9621
O  9.5410  6.7728  -4.7018
C  8.2499  6.8609  -4.1008
H  13.1352  9.0195  -4.0807
H  13.1636  10.5258  -5.0269
H  11.7267  10.0676  -4.0997
H  12.8521  8.5955  -6.5362
H  11.3882  9.5700  -6.5541
H  7.5527  7.4147  -4.7334
H  8.3300  7.3274  -3.1162
H  7.8676  5.8470  -3.9737
C  -8.6549  -9.0964  4.9930
C  -8.4195  -7.6159  5.2230
O  -7.2425  -7.3962  6.0118
C  -6.0790  -7.5176  5.3574
O  -5.9422  -7.7843  4.1852
O  -5.0822  -7.3158  6.2369
C  -3.7814  -7.5115  5.6856
H  -8.6750  -9.6354  5.9438
H  -9.6000  -9.2613  4.4707
H  -7.8523  -9.5371  4.3961
H  -9.2573  -7.2007  5.7872
H  -8.3619  -7.0654  4.2794
H  -3.6378  -6.9163  4.7799
H  -3.6268  -8.5714  5.4723
H  -3.0429  -7.1911  6.4220
C  2.0638  9.3845  -4.5853
C  2.3083  10.8687  -4.3860
O  3.4802  11.0957  -3.5938
C  4.6513  10.9507  -4.2399
O  4.7915  10.6581  -5.4023
O  5.6442  11.1597  -3.3586
C  6.9502  10.9415  -3.8959
H  2.0333  8.8675  -3.6222
H  1.1212  9.2143  -5.1102
H  2.8672  8.9255  -5.1664
H  1.4691  11.3019  -3.8363
H  2.3767  11.3982  -5.3403
H  7.1060  11.5201  -4.8086
H  7.1010  9.8771  -4.0850
H  7.6788  11.2681  -3.1529
C  -14.0197  -10.7308  0.4755
C  -13.7780  -9.2514  0.7099
O  -12.6004  -9.0402  1.4998
C  -11.4353  -9.1641  0.8458
O  -11.2977  -9.4258  -0.3247
O  -10.4392  -8.9726  1.7300
C  -9.1363  -9.1712  1.1832
H  -14.0420  -11.2715  1.4254
H  -14.9653  -10.8907  -0.0469
H  -13.2192  -11.1730  -0.1225
H  -14.6141  -8.8344  1.2757
H  -13.7179  -8.6981  -0.2315
H  -8.9856  -8.5694  0.2844
H  -8.9820  -10.2307  0.9670
H  -8.4060  -8.8602  1.9318
C  3.6812  12.4013  -1.1071
C  3.0038  11.3646  -0.2317
O  3.9150  10.8343  0.7401
C  4.1552  11.6232  1.7989
O  3.6759  12.7125  2.0010
O  5.0492  10.9999  2.5882
C  5.4671  11.7760  3.7100
H  4.5872  11.9918  -1.5545
H  3.0116  12.7337  -1.9015
H  3.9825  13.2760  -0.5246
H  2.6821  10.5242  -0.8517
H  2.1104  11.7676  0.2542
H  4.6116  12.1319  4.2880
H  6.0799  12.6152  3.3736
H  6.0751  11.1373  4.3520

Summary:
Charge   +1
LUMO   -4.3813 eV
Molecular weight   1090.079 g/mol
HOMO level   -11.554 eV



- Which formula does entry 5 have?
  C3H5P



- Look up the molecular weight of the sixth one.
  1090.079 g/mol



- Number 5 is which compound?
  C3H5P



- Among the records above, which one has the highest molecular weight?
  C43H76F3N4O24